[1]
The following is a quantum chemistry calculation of the molecule C4H7IOS, from the OMol25 dataset.

Charge: 0
Frontier orbital gap (eV): 7.79

Last column: Mulliken charge in e.
Atoms and positions in Å:
C 0.855 0.304 -1.206  -0.5454
C -0.628 0.324 -1.692  -0.4362
C 0.307 -0.797 0.784  0.1399
C -0.342 -0.434 2.023  -1.2171
O 1.011 0.140 0.195  -0.2990
S -1.575 -0.896 -0.911  -0.1753
I 1.080 -2.816 0.759  0.0772
H 1.192 -0.675 -1.654  0.2746
H 1.358 1.090 -1.625  0.3915
H -1.007 1.340 -1.739  0.3349
H -0.543 0.027 -2.826  0.2842
H -0.921 -1.188 2.307  0.5017
H -1.050 0.449 1.845  0.2760
H 0.258 -0.047 2.759  0.3931

[2]
The following is a quantum chemistry calculation of the molecule C6H6, from the OMol25 dataset.

Charge: 0
SMILES: C#CCC#CC
Frontier orbital gap (eV): 10.48

Last column: Mulliken charge in e.
Atoms and positions in Å:
C 0.939 -2.344 0.994  -1.2428
C 0.516 -0.965 0.706  0.6580
C 0.130 0.154 0.468  -0.0680
C -0.347 1.519 0.171  -0.6005
C -0.492 1.817 -1.259  -0.3907
C -1.015 1.970 -2.331  -0.1242
H 0.424 -3.055 0.340  0.2841
H 2.016 -2.479 0.847  0.2920
H 0.709 -2.618 2.030  0.2880
H 0.204 2.263 0.756  0.3027
H -1.400 1.674 0.429  0.2116
H -1.685 2.064 -3.151  0.3898